This record from the OMol25 dataset describes C22H35AuCl2N4O3Se as an isolated structure. The level of theory is ωB97M-V/def2-TZVPD.

Its spin multiplicity is 3. As for the energy relative to the best compared isomer or geometry (same formula, charge and spin): 2.2 kcal per mole. The total charge is 0. The value obtained for the HOMO energy (spin up / spin down) is -6.047 / -7.769 eV. As for the expectation value of S²: 2.017. The calculation puts the HOMO-LUMO gap (spin up / spin down) at 5.3 / 6.3 eV.

CARTESIAN COORDINATES (ANGSTROEM)
O -2.993 -0.440 1.841
C -3.901 -1.069 1.198
C -5.150 -1.323 1.920
C -5.312 -0.942 3.273
H -4.474 -0.467 3.792
C -6.526 -1.186 3.923
H -6.618 -0.913 4.974
C -7.610 -1.772 3.259
H -8.546 -1.982 3.778
C -7.467 -2.117 1.910
H -8.308 -2.578 1.390
C -6.268 -1.876 1.249
H -6.160 -2.124 0.191
H -3.822 -1.237 0.118
C -1.783 -2.978 0.648
C -1.228 -1.776 0.028
H -1.291 -3.891 0.270
H -2.855 -3.056 0.425
H -1.658 -2.939 1.735
C -0.261 -1.718 -0.913
C 0.489 -2.854 -1.563
H 0.132 -0.754 -1.224
H -0.103 -3.783 -1.561
H 1.463 -3.057 -1.079
H 0.718 -2.558 -2.600
Au -1.341 0.313 0.922
Cl 0.484 -0.355 2.340
Cl -2.693 1.008 -1.001
C 3.131 -0.190 0.363
O 2.535 0.433 -0.500
N 4.464 -0.111 0.598
C 5.291 0.773 -0.206
C 5.132 -0.863 1.648
H 2.605 -0.885 1.055
H 4.717 1.120 -1.072
H 6.190 0.231 -0.535
H 5.626 1.640 0.388
H 4.388 -1.477 2.158
H 5.608 -0.185 2.366
H 5.910 -1.503 1.215
H 0.426 2.997 -5.937
H -1.814 3.564 -5.027
C 0.247 1.939 -5.709
C -1.976 2.501 -4.793
N -0.699 1.832 -4.619
H 1.179 1.450 -5.424
C -0.442 1.021 -3.571
O 0.607 0.396 -3.410
H -2.556 2.408 -3.867
H -1.284 0.956 -2.853
H -0.156 1.472 -6.618
H -2.543 2.055 -5.625
C 1.142 3.250 -1.057
N 1.544 3.180 0.333
C 2.836 3.311 0.809
C 2.791 3.098 2.159
N 1.465 2.872 2.484
C 0.966 2.553 3.806
C 0.697 2.934 1.366
Se -1.143 2.797 1.286
H 0.058 3.421 -1.089
H 1.383 2.308 -1.567
H 1.676 4.082 -1.534
H 3.659 3.530 0.153
H 3.569 3.075 2.898
H 1.096 1.481 3.997
H 1.517 3.149 4.542
H -0.102 2.793 3.838

---

This record from the OMol25 dataset describes C4H10BrCl3HfO14 as an isolated structure. The level of theory is ωB97M-V/def2-TZVPD.

The total charge is -2. The value obtained for the HOMO energy is -3.923 eV. The calculation puts the HOMO-LUMO gap at 8.8 eV.

CARTESIAN COORDINATES (ANGSTROEM)
Hf 0.030 0.332 -0.443
Cl -2.794 -0.498 1.226
O -3.374 -0.225 2.520
O -2.541 0.783 0.572
O -1.437 -0.937 1.393
O -3.590 -1.338 0.447
Cl 1.932 -2.591 1.602
O 3.312 -2.387 1.910
O 1.799 -3.822 0.865
O 1.084 -2.620 2.763
O 1.436 -1.548 0.754
Cl 3.121 0.701 -1.985
O 2.635 1.536 -0.896
O 2.979 1.378 -3.209
O 4.449 0.203 -1.852
O 2.137 -0.382 -1.798
C 0.853 2.320 3.707
C 1.022 2.539 2.204
O 0.448 1.526 1.448
H -0.197 2.221 3.973
H 1.284 3.181 4.229
H 1.456 1.458 3.997
H 2.076 2.584 1.909
H 0.515 3.489 1.984
C -3.009 -1.104 -3.271
C -1.553 -1.498 -3.186
O -0.830 -0.977 -2.114
H -3.077 -0.013 -3.338
H -3.515 -1.319 -2.330
H -3.440 -1.556 -4.165
H -0.999 -1.473 -4.132
H -1.501 -2.569 -2.928
Br -0.709 2.606 -1.855

---

This record from the OMol25 dataset describes ClH10Li2O5 as an isolated structure. The level of theory is ωB97M-V/def2-TZVPD.

As for the energy relative to the best compared isomer or geometry (same formula, charge and spin): 238.6 kcal per mole. The total charge is +1. The value obtained for the HOMO energy is -14.703 eV. The calculation puts the HOMO-LUMO gap at 9.4 eV.

CARTESIAN COORDINATES (ANGSTROEM)
Li 7.760 0.992 -1.953
Li 9.665 0.387 -3.987
Cl 8.670 -0.312 -2.651
O 9.628 -0.617 -0.205
H 10.114 0.187 -0.019
H 9.575 -0.649 -1.160
O 7.396 -1.847 -4.023
H 8.073 -1.433 -3.488
H 7.322 -2.734 -3.672
O 6.912 0.370 -4.511
H 6.328 0.504 -3.764
H 7.563 -0.257 -4.197
O 9.806 -2.453 -2.796
H 10.207 -2.231 -3.636
H 9.314 -1.669 -2.550
O 6.720 -1.598 -1.572
H 5.958 -1.075 -1.822
H 7.438 -1.241 -2.096

---

This record from the OMol25 dataset describes C27H24CoN3 as an isolated structure. The level of theory is ωB97M-V/def2-TZVPD.

Its spin multiplicity is 2. As for the energy relative to the best compared isomer or geometry (same formula, charge and spin): 0.0 kcal per mole. The total charge is +1. The value obtained for the HOMO energy (spin up / spin down) is -10.028 / -10.025 eV. As for the expectation value of S²: 0.817. The calculation puts the HOMO-LUMO gap (spin up / spin down) at 6.8 / 6.9 eV.

CARTESIAN COORDINATES (ANGSTROEM)
Co -0.336 -0.435 -0.435
C -0.915 -1.768 2.372
C -1.569 -0.631 1.636
C -1.319 0.686 2.009
C -2.084 1.743 1.514
C -1.840 3.149 1.986
C -3.064 1.474 0.572
C -3.262 0.189 0.070
C -4.321 -0.082 -0.963
C -2.506 -0.857 0.604
H -1.503 -2.013 3.259
H 0.088 -1.498 2.703
H -0.850 -2.665 1.761
H -0.558 0.889 2.755
H -2.403 3.344 2.902
H -2.159 3.875 1.239
H -0.786 3.316 2.207
H -3.667 2.289 0.186
H -5.237 -0.428 -0.480
H -4.009 -0.856 -1.664
H -4.570 0.818 -1.524
H -2.740 -1.880 0.330
C -0.918 3.545 -1.907
C -1.143 2.190 -1.629
N -0.259 1.436 -1.012
C 0.957 1.977 -0.681
C 1.244 3.337 -0.870
C 0.254 4.123 -1.502
C 2.498 3.836 -0.448
C 3.396 2.980 0.123
C 3.122 1.602 0.271
C 1.927 1.070 -0.161
N 1.491 -0.244 -0.113
C 2.233 -1.401 -0.221
C 3.596 -1.584 -0.131
C 4.166 -2.869 -0.261
C 3.406 -3.982 -0.484
C 2.006 -3.839 -0.607
C 1.132 -4.908 -0.903
C -0.208 -4.672 -1.063
C -0.693 -3.369 -0.903
N 0.090 -2.353 -0.604
C 1.436 -2.562 -0.465
H -1.678 4.114 -2.423
H -2.076 1.724 -1.913
H 0.446 5.175 -1.678
H 2.726 4.885 -0.581
H 4.350 3.356 0.467
H 3.861 0.981 0.751
H 4.260 -0.751 0.027
H 5.240 -2.963 -0.181
H 3.855 -4.961 -0.587
H 1.537 -5.905 -1.017
H -0.895 -5.469 -1.308
H -1.748 -3.158 -1.022

---

This record from the OMol25 dataset describes C14H17MnN as an isolated structure. The level of theory is ωB97M-V/def2-TZVPD.

Its spin multiplicity is 5. As for the energy relative to the best compared isomer or geometry (same formula, charge and spin): 0.0 kcal per mole. The total charge is -1. The value obtained for the HOMO energy (spin up / spin down) is -2.622 / -1.228 eV. As for the expectation value of S²: 6.108. The calculation puts the HOMO-LUMO gap (spin up / spin down) at 6.0 / 4.6 eV.

CARTESIAN COORDINATES (ANGSTROEM)
C -0.843 0.792 -2.951
C 0.515 0.739 -3.445
C 1.152 1.977 -3.120
C 0.209 2.796 -2.413
C -1.039 2.076 -2.307
Mn 0.456 0.939 -1.166
N -1.232 -2.604 -1.188
C -0.965 -3.830 -1.724
C 0.155 -2.749 -1.644
H 2.132 2.312 -3.464
H 0.951 -0.044 -4.065
H 0.363 3.843 -2.168
H -1.973 2.481 -1.901
H -1.600 0.033 -3.096
H 0.424 -2.190 -2.548
H -1.425 -4.001 -2.695
H -1.760 -2.020 -1.846
H 0.924 -2.909 -0.892
H -0.859 -4.654 -1.026
C 0.723 1.372 0.931
C 0.371 0.642 2.172
C 1.284 -0.238 2.802
C 1.155 -0.535 4.162
C 0.063 -0.049 4.892
C -0.954 0.642 4.222
C -0.832 0.928 2.861
H 1.812 1.454 0.797
H 0.213 2.342 0.863
H 2.136 -0.614 2.230
H 1.914 -1.135 4.663
H -0.004 -0.223 5.967
H -1.837 0.970 4.769
H -1.627 1.456 2.327

---

This record from the OMol25 dataset describes a 2-piece molecular cluster, C4H7NO overall. The level of theory is ωB97M-V/def2-TZVPD.

Its spin multiplicity is 3. As for the energy relative to the best compared isomer or geometry (same formula, charge and spin): 55.6 kcal per mole. The total charge is 0. The value obtained for the HOMO energy (spin up / spin down) is -6.316 / -9.848 eV. As for the expectation value of S²: 2.026. The calculation puts the HOMO-LUMO gap (spin up / spin down) at 7.2 / 8.3 eV.

CARTESIAN COORDINATES (ANGSTROEM)
C -0.077 0.650 1.410
C 0.531 -1.890 0.433
C -0.114 -0.564 0.571
C -0.577 0.393 -1.437
N 0.989 1.385 1.592
O -0.844 -1.678 0.729
H -1.127 1.054 1.369
H 0.831 -2.183 -0.557
H 1.154 -2.232 1.171
H 0.380 0.451 -1.836
H -1.252 1.303 -1.322
H -1.070 -0.457 -1.413
H 0.744 2.102 2.257